ORCA calculation (ωB97M-V/def2-TZVPD) on a structure of composition C28H9AuCl2F15GeN2OS.

Geometry as XYZ:
```
60
Properties=species:S:1:pos:R:3:forces:R:3:lowdin_charge:R:1
Au -1.913 -0.959 -1.587 -0.1 0.0 0.0 0.8573
Ge -0.636 1.422 0.629 0.0 0.0 0.0 0.7757
Cl -4.359 -2.181 -3.987 0.0 0.0 0.0 0.6096
Cl -2.686 0.182 -3.515 0.0 0.0 0.0 0.6358
S -2.584 0.848 -0.315 0.0 0.0 0.0 0.3006
F 4.528 1.665 0.409 0.0 0.0 0.0 0.1524
F 2.101 1.843 1.565 0.0 0.1 0.0 0.1084
F -1.318 6.344 -0.933 0.0 0.0 0.0 0.1451
F -0.340 3.137 3.330 0.0 0.0 0.0 0.1113
F 0.086 0.694 -2.542 0.0 0.0 0.0 0.0035
F 4.728 0.975 -2.210 0.0 0.0 0.0 0.1610
F -0.487 -1.981 5.665 0.0 0.0 0.0 0.1571
F -0.533 5.787 3.667 0.0 0.0 0.0 0.1484
F 2.486 0.505 -3.663 0.0 0.0 0.0 0.1372
F -2.441 -0.133 5.275 0.0 0.0 0.0 0.1515
F 1.458 -0.857 1.576 0.0 -0.1 0.0 0.0942
F -2.453 1.344 3.026 0.0 0.0 0.0 0.0951
F -1.127 3.676 -1.285 0.0 0.0 0.0 0.0747
F -1.024 7.398 1.549 0.0 0.0 0.0 0.1625
F 1.441 -2.334 3.790 0.0 0.0 0.0 0.1295
O -1.131 -2.431 -2.740 0.0 0.0 -0.1 -0.2651
N -0.359 -3.606 1.030 0.0 0.1 0.1 0.1699
N -1.399 -2.035 -0.007 0.0 -0.1 0.0 -0.0749
C 0.167 -2.654 -2.466 -0.1 -0.1 0.0 -0.3427
C -0.787 3.321 1.017 0.0 0.0 0.0 -0.1393
C 3.436 1.424 -0.303 0.0 0.0 0.0 -0.1309
C 2.182 1.511 0.268 0.0 0.0 0.0 -0.2299
C -1.101 5.551 0.109 0.0 0.0 0.0 -0.1353
C 2.874 -3.198 -1.951 0.0 0.0 0.0 -0.0637
C 0.493 -0.619 2.482 0.0 0.0 0.0 -0.2274
C 3.540 1.071 -1.639 0.0 0.0 0.0 -0.1213
C -0.700 5.264 2.460 0.0 0.0 0.0 -0.1324
C -1.012 4.181 -0.047 0.0 0.0 0.0 -0.2266
C -0.948 6.091 1.377 0.0 0.0 0.0 -0.1209
C 1.090 -2.712 -3.509 0.1 0.0 0.0 0.0001
C 1.010 1.246 -0.427 0.0 0.0 -0.1 -0.1236
C 0.624 -2.884 -1.155 0.0 0.0 0.1 -0.1085
C -0.340 -2.842 -0.069 0.0 0.0 0.0 -0.2486
C -2.130 -2.321 1.132 0.1 0.1 0.1 -0.0905
C -1.465 0.463 3.214 0.0 0.0 0.0 -0.2467
C -1.465 -3.291 1.799 0.0 -0.1 -0.1 -0.0338
C 2.421 -2.985 -3.252 0.0 0.0 0.0 -0.0496
C -0.480 -1.226 4.579 0.0 0.0 0.0 -0.1309
C 0.509 -1.395 3.625 0.0 0.0 0.0 -0.1528
C 1.973 -3.146 -0.908 0.0 0.0 0.0 -0.0239
C -1.481 -0.289 4.374 0.0 0.0 0.0 -0.1320
C -0.482 0.331 2.245 0.0 0.0 0.0 -0.1555
C 1.160 0.923 -1.762 0.0 0.0 0.0 -0.2161
C 2.395 0.825 -2.376 0.0 0.0 0.0 -0.1384
C -0.617 3.896 2.266 0.0 0.0 0.0 -0.2088
C -3.074 -1.206 -4.634 0.0 0.0 0.0 -0.8899
H 3.920 -3.391 -1.761 0.0 0.0 0.0 0.1133
H 3.122 -3.021 -4.076 0.0 0.0 0.0 0.1188
H 0.742 -2.544 -4.519 0.0 0.0 0.0 0.1247
H 0.318 -4.325 1.230 0.0 0.0 0.0 0.1811
H -1.678 -3.783 2.730 0.0 0.0 0.0 0.1374
H -3.033 -1.790 1.376 0.0 0.0 0.0 0.1168
H 2.314 -3.277 0.112 0.0 0.0 0.0 0.1182
H -2.160 -1.781 -4.710 0.0 0.0 0.0 0.0207
H -3.374 -0.722 -5.557 0.0 0.0 0.0 0.0483
```
Positions in Å, forces in eV/Å.

The value obtained for the frontier orbital gap is 6.6 eV. For the HOMO energy, the calculation gives -11.70 eV. The net charge is +1. As for the LUMO energy: -5.055 eV. As for the energy relative to the best compared isomer or geometry (same formula, charge and spin): 0.00 kJ/mol. For the molar mass, the calculation gives 1046.913 u.

=====

ORCA calculation (ωB97M-V/def2-TZVPD) on a structure of composition C29H20Br2N4O8Sn at a distorted geometry.

Geometry as XYZ:
```
64
Properties=species:S:1:pos:R:3:forces:R:3:lowdin_charge:R:1
Sn -1.050 -0.767 -0.891 0.5 -0.4 -0.5 1.5463
Br -2.227 1.880 2.095 0.2 0.0 -0.1 0.7811
Br 0.781 0.484 -4.430 -0.2 -0.1 -0.8 0.9161
O -3.516 -0.761 -1.637 0.2 -0.1 0.1 -0.1891
O 3.172 -3.234 2.418 0.0 0.2 0.0 0.0370
O -5.247 -0.763 -3.076 0.1 0.0 0.1 -0.0289
O -0.157 -2.644 -2.203 -0.9 0.4 0.5 -0.1495
O 0.224 1.745 -1.688 0.2 -0.1 0.5 -0.1770
O -0.622 -2.245 0.885 -0.1 0.3 -0.4 -0.3397
O 1.545 -4.113 -2.103 -0.1 0.1 0.0 0.0008
O 2.173 2.833 -1.416 0.3 0.0 0.0 -0.0452
N 0.093 -0.041 2.244 -0.1 -0.2 -0.1 -0.0104
N 0.872 -1.098 2.322 0.1 0.3 -0.1 0.0198
N -1.812 -0.170 -3.741 0.1 -0.2 0.2 0.0844
N 1.464 -0.615 -1.691 0.1 -0.3 0.5 0.0323
C 2.013 -1.801 -1.925 0.1 0.0 -0.1 -0.2253
C -1.399 -0.190 -6.098 -0.1 0.0 -0.1 -0.1315
C 0.567 -2.314 1.456 0.2 0.0 0.2 -0.4852
C -0.060 3.486 2.932 0.0 0.0 -0.1 -0.1294
C 2.215 0.483 -1.717 -0.1 0.1 0.2 -0.2697
C -2.000 6.695 3.384 0.0 0.1 0.0 -0.1123
C 1.079 -5.591 4.222 0.0 0.0 0.0 -0.1187
C -1.984 6.102 1.058 -0.1 0.0 0.0 -0.0802
C -1.231 5.577 3.673 0.0 0.0 0.0 -0.0529
C 4.164 -0.808 -2.204 -0.1 0.0 0.0 -0.0669
C 0.439 1.091 2.724 0.3 -0.2 0.0 -0.2287
C 3.370 -1.943 -2.181 0.1 -0.1 0.0 -0.0163
C 1.473 1.820 -1.578 -0.6 0.4 0.1 -0.7341
C -1.236 4.973 1.348 0.1 0.0 0.0 -0.0538
C 2.031 -3.862 2.851 -0.3 -0.3 0.1 -0.2731
C -0.857 4.695 2.662 -0.1 0.1 0.0 -0.2732
C -1.018 -0.025 -4.776 0.2 0.1 0.0 -0.6846
C -0.434 2.241 2.636 -0.3 0.1 0.0 -0.6264
C -0.340 -4.198 2.878 0.0 0.0 0.0 -0.0172
C 0.757 -3.490 2.418 0.1 0.0 -0.2 -0.0902
C -2.377 6.962 2.076 0.0 0.0 0.0 -0.1146
C -0.187 -5.250 3.770 -0.1 0.0 0.1 -0.1070
C -4.048 -0.689 -2.771 0.0 0.0 -0.3 -0.6569
C 3.579 0.427 -1.968 0.0 0.0 0.0 -0.0230
C -2.726 -0.515 -6.337 0.1 0.0 0.1 -0.0771
C -3.086 -0.492 -3.970 -0.2 0.0 0.0 -0.1681
C 2.188 -4.901 3.760 0.1 0.1 0.0 -0.0398
C 1.051 -2.983 -2.060 0.4 -0.1 -0.1 -0.6593
C -3.581 -0.658 -5.260 -0.1 0.0 0.0 -0.0204
H 3.189 -5.151 4.089 0.0 0.0 0.0 0.1047
H 4.139 1.351 -1.999 -0.1 0.0 0.0 0.1069
H 1.433 1.262 3.150 0.0 0.0 0.1 0.1168
H -2.971 7.840 1.850 0.0 0.0 0.0 0.0893
H -2.269 6.311 0.034 0.0 0.0 0.0 0.1019
H 0.949 3.633 3.301 0.1 -0.1 0.0 0.1133
H -0.939 5.374 4.697 0.0 0.0 0.0 0.1050
H 2.965 -2.732 1.618 0.0 -0.1 0.0 0.0831
H -4.629 -0.893 -5.370 0.0 0.0 0.0 0.1047
H 1.405 -2.373 0.713 -0.1 0.2 0.0 0.1216
H 1.842 -0.963 2.597 0.0 0.1 0.0 0.1273
H -1.053 -5.805 4.113 0.0 0.0 0.0 0.0885
H -1.311 -3.897 2.507 0.0 0.0 0.0 0.1153
H -0.679 -0.066 -6.893 0.0 0.0 0.0 0.0834
H -3.082 -0.653 -7.351 0.0 0.0 0.0 0.0960
H 3.760 -2.932 -2.374 0.0 0.0 0.0 0.1074
H -0.920 4.293 0.565 0.0 0.0 0.0 0.1208
H -2.317 7.357 4.182 0.0 0.0 0.0 0.0892
H 1.212 -6.405 4.925 0.0 0.0 0.0 0.0877
H 5.219 -0.882 -2.443 0.0 0.0 0.1 0.0948
```
Positions in Å, forces in eV/Å.

The value obtained for the frontier orbital gap is 7.1 eV. For the HOMO energy, the calculation gives -2.84 eV. The net charge is -2. As for the LUMO energy: 4.224 eV. As for the energy relative to the best compared isomer or geometry (same formula, charge and spin): 114.93 kJ/mol. For the molar mass, the calculation gives 831.018 u.

=====

ORCA calculation (ωB97M-V/def2-TZVPD) on a structure of composition C29H20Cl4N3NaO5S at a distorted geometry.

Geometry as XYZ:
```
63
Properties=species:S:1:pos:R:3:forces:R:3:lowdin_charge:R:1
Cl -6.195 1.525 -1.074 0.2 0.1 0.2 0.5631
Cl -5.156 -2.670 -4.269 -0.1 0.0 -0.3 0.6076
Cl -6.926 -0.156 -3.684 0.9 0.0 1.0 0.5273
Cl -3.455 1.072 0.520 -0.3 -1.3 -1.1 0.5873
S 0.644 4.418 -3.716 0.2 -0.1 0.1 0.5023
Na -1.051 -3.271 -1.133 -0.1 0.4 -0.2 0.5498
O 1.087 -2.466 -0.572 -0.1 0.2 -0.2 -0.0555
O 1.341 -3.770 1.227 0.1 1.6 -0.2 -0.0147
O -1.975 -1.309 -0.610 -0.7 -0.5 -0.4 -0.1846
O 0.613 -0.312 0.663 -0.7 0.8 0.1 -0.0204
O -2.819 -3.095 -2.667 -0.3 2.0 1.0 -0.2108
N -1.348 1.885 -2.493 2.7 0.8 0.7 0.1684
N 1.897 4.377 -1.337 1.8 0.3 1.1 -0.1361
N 0.766 2.614 -1.652 0.0 -1.3 0.8 -0.0011
C 2.441 -0.877 1.935 1.2 -0.5 0.6 -0.1303
C 5.092 0.039 2.599 -0.9 1.0 0.2 -0.1435
C 2.187 3.519 -0.257 -0.6 -0.2 -0.1 -0.0365
C -1.277 -1.507 2.395 -0.8 -0.7 1.2 0.0214
C -0.277 -2.854 4.720 -0.9 0.2 -1.6 -0.0952
C -2.130 -2.045 3.382 0.4 -0.1 -0.5 -0.0738
C -3.119 -1.144 -1.217 1.6 1.4 2.0 -0.4030
C 3.961 0.631 3.131 -1.0 -0.6 0.1 -0.1111
C 2.328 5.748 -1.396 2.9 -0.8 -1.4 -0.0700
C -0.030 1.609 -2.236 -2.2 -1.2 -0.8 -0.2583
C 1.459 2.414 -0.455 0.0 1.2 -1.3 -0.0012
C -4.660 -1.603 -2.979 -0.6 -0.1 -0.5 -0.6288
C 1.026 -1.297 1.561 1.7 -1.3 -1.8 -0.3495
C 1.126 3.758 -2.237 -1.1 1.2 -0.7 -0.8004
C 2.665 0.105 2.906 0.3 0.7 0.2 -0.0201
C -3.489 -1.992 -2.325 -0.3 -1.6 -0.3 -0.4648
C -0.149 -0.491 -3.312 -1.3 0.4 0.4 -0.0223
C 3.586 -1.440 1.315 1.0 0.9 0.5 0.0175
C 0.559 -2.349 3.740 1.6 0.2 1.8 -0.0487
C -1.643 -2.721 4.488 0.0 -0.1 0.2 -0.1217
C 0.571 0.375 -2.504 -1.2 1.1 -0.8 -0.0019
C -5.504 -0.500 -2.652 0.7 -1.1 -0.5 -0.7081
C 4.882 -0.973 1.684 0.7 -1.3 -0.2 -0.0985
C 1.199 -2.652 0.666 -0.6 -1.5 0.7 -0.6094
C -3.957 -0.060 -0.792 -0.3 -0.4 -0.9 -0.5562
C 0.082 -1.621 2.668 0.1 0.0 -1.2 -0.1587
C -1.500 -0.187 -3.607 1.8 -1.6 -0.9 -0.0533
C -5.126 0.211 -1.538 -0.7 1.1 0.4 -0.7363
C -2.028 0.987 -3.167 -1.4 0.3 0.2 -0.1577
H 0.110 -3.496 5.468 0.3 -0.3 0.8 0.0781
H 6.035 0.491 2.948 -0.2 -0.8 -0.7 0.0975
H 0.280 -0.750 -0.149 0.0 -0.1 0.3 0.0721
H 4.140 1.492 3.741 -0.4 0.3 0.6 0.0786
H 5.834 -1.466 1.378 -1.1 0.1 -0.4 0.0990
H 0.331 -1.387 -3.657 -0.1 -0.4 -0.1 0.1059
H 2.518 6.157 -2.449 0.2 -1.2 1.4 0.0859
H 1.438 1.501 0.049 -0.4 -1.2 0.8 0.0862
H -2.116 -0.878 -4.184 0.3 0.1 0.2 0.1114
H -3.196 -2.084 3.250 -0.3 0.3 -0.3 0.0931
H 1.556 0.168 -2.171 0.8 -0.2 0.1 0.1100
H 3.526 -2.222 0.552 -0.2 0.3 0.4 0.1158
H -1.700 -1.204 1.425 0.5 0.4 0.4 0.0836
H -2.360 -3.250 5.095 -0.1 0.1 0.4 0.0822
H 3.170 5.862 -0.663 -0.4 0.0 -1.0 0.0991
H -3.107 1.170 -3.343 0.7 0.1 0.2 0.1273
H 1.581 6.335 -1.064 -2.8 2.1 1.3 0.0361
H 2.803 3.665 0.613 0.2 0.7 -0.3 0.1106
H 1.655 -2.507 3.944 -1.1 0.3 -0.8 0.1368
H 1.804 0.476 3.500 0.6 -0.1 -0.6 0.1286
```
Positions in Å, forces in eV/Å.

The value obtained for the frontier orbital gap is 5.0 eV. For the HOMO energy, the calculation gives -1.30 eV. The net charge is -2. As for the LUMO energy: 3.705 eV. As for the energy relative to the best compared isomer or geometry (same formula, charge and spin): 74.05 kJ/mol. For the molar mass, the calculation gives 687.364 u.